Entry 1:
ORCA calculation (ωB97M-V/def2-TZVPD) on an isolated ion of composition C2H5N4O and charge +1 in a non-equilibrium geometry.

The geometry in XYZ format:
```
12
Properties=species:S:1:pos:R:3:forces:R:3
O -2.526574 0.659560 -0.572148 -0.585 -1.139 -1.297
N -0.739973 -1.205311 0.115126 0.190 -0.921 0.161
N -1.177164 0.943969 -0.587372 -0.742 -2.505 0.207
N -3.534328 -0.431157 -2.599263 0.198 -0.432 0.056
N 0.957045 0.415945 -0.029269 1.315 1.518 -2.443
C -2.978678 -0.037278 -1.674484 0.531 1.888 1.291
C -0.300761 0.018259 -0.219484 -1.611 -1.241 1.172
H -0.010894 -1.850536 0.453126 -0.809 0.382 -0.311
H -1.717393 -1.630111 0.061494 1.878 1.445 0.009
H 1.634683 -0.317056 0.181104 -0.044 0.499 -0.214
H 1.289731 1.189904 -0.749359 -0.568 -2.199 2.313
H -0.893882 1.801476 -0.905718 0.246 2.704 -0.945
```
Positions in Å, forces in eV/Å.

## Properties
- Strongest force on any atom: 3.24 eV/A
- M: 101.09 g/mol
- Net charge: +1
- Energy relative to the best compared isomer or geometry (same formula, charge and spin): 73.2 kcal per mole
- HOMO energy: -16.105 eV

---

Entry 2:
ORCA calculation (ωB97M-V/def2-TZVPD) on an isolated ion of composition C2H5N4S and charge +1 in a non-equilibrium geometry.

The geometry in XYZ format:
```
12
Properties=species:S:1:pos:R:3:forces:R:3
S 5.282163 0.449666 0.039933 -0.045 -0.423 -0.205
N 1.538588 -0.434781 -0.224213 0.907 -2.238 -0.648
N -0.739363 -0.874457 -0.026856 1.760 -0.857 -0.462
N 2.548169 0.548716 -0.185254 -0.962 -0.988 -0.246
N 0.099680 1.245930 0.255777 -1.156 1.252 0.526
C 0.273910 -0.018169 0.039390 -0.193 -1.059 -0.601
C 3.758719 0.321543 -0.129907 -0.028 0.744 0.367
H 1.782075 -1.444054 -0.574787 -0.801 2.737 0.957
H -0.558751 -1.826087 -0.141232 1.071 -1.643 -0.359
H 0.949790 1.723014 -0.003193 -0.187 1.267 0.435
H -1.672026 -0.857510 0.221580 -2.096 1.707 0.797
H -0.828952 1.664819 0.507400 1.729 -0.499 -0.559
```
Positions in Å, forces in eV/Å.

## Properties
- Strongest force on any atom: 3.01 eV/A
- M: 117.16 g/mol
- Net charge: +1
- Energy relative to the best compared isomer or geometry (same formula, charge and spin): 24.2 kcal per mole
- HOMO energy: -13.165 eV

---

Entry 3:
ORCA calculation (ωB97M-V/def2-TZVPD) on C2H5N5 as an isolated structure in a non-equilibrium geometry.

The geometry in XYZ format:
```
12
Properties=species:S:1:pos:R:3:forces:R:3
N 0.460677 -0.508669 0.037171 0.761 -5.005 0.185
N 1.769520 -1.192149 -0.195016 1.609 4.572 1.346
N -1.397828 0.521373 -0.213909 -3.834 2.857 2.160
N 0.781675 1.741601 0.171381 -1.702 3.717 -3.056
N -0.478419 -1.557380 0.080107 -3.651 4.844 -0.558
C -0.063000 0.750455 -0.088078 4.112 0.859 1.207
C -1.634972 -0.820119 -0.048486 1.638 -5.577 1.415
H 0.558223 2.888057 -0.375876 0.178 -4.889 2.297
H 2.385799 -1.260755 0.759251 -2.394 0.474 -2.344
H 2.227175 -0.313169 -0.635964 -0.076 -1.928 0.498
H -2.041554 1.253298 0.365521 1.978 -2.353 -2.337
H -2.567300 -1.502541 0.143902 1.380 2.429 -0.813
```
Positions in Å, forces in eV/Å.

## Properties
- Strongest force on any atom: 6.09 eV/A
- M: 99.10 g/mol
- Net charge: 0
- Energy relative to the best compared isomer or geometry (same formula, charge and spin): 120.4 kcal per mole
- HOMO energy: -8.017 eV

---

Entry 4:
ORCA calculation (ωB97M-V/def2-TZVPD) on a 2-piece molecular cluster, C2H5N5 overall in a non-equilibrium geometry.

The geometry in XYZ format:
```
12
Properties=species:S:1:pos:R:3:forces:R:3
N -0.080229 -1.026779 -0.456424 -0.845 -1.921 4.829
N 0.722254 1.052452 -0.391257 2.026 2.441 1.839
N -2.472866 -0.420838 -0.009994 2.648 -0.381 -0.197
N 2.344672 -0.708970 0.197728 -6.220 -1.613 -2.303
N -0.709171 1.131938 0.265963 2.356 3.161 -3.254
C 1.149923 -0.271782 -0.242752 1.379 -1.234 2.548
C -1.190000 -0.121130 -0.145222 -3.618 -2.112 0.792
H -1.104229 2.100184 -0.222733 0.648 -3.732 1.542
H 2.977926 0.001891 0.099135 2.087 2.485 0.127
H -0.401352 -1.987100 0.810808 1.584 2.693 -4.067
H 1.530731 1.707358 0.098149 -3.304 -1.864 -1.303
H -2.767663 -1.457224 -0.003405 1.258 2.077 -0.555
```
Positions in Å, forces in eV/Å.

## Properties
- Strongest force on any atom: 6.83 eV/A
- M: 99.10 g/mol
- Net charge: 0
- Energy relative to the best compared isomer or geometry (same formula, charge and spin): 145.4 kcal per mole
- HOMO energy: -9.266 eV